No. 1
Below is 2 unconnected molecules or ions with the total composition C8H18O at a distorted geometry, with properties calculated with the ωB97M-V functional and the def2-TZVPD basis.

Element x y z (Å)
C 1.928 -0.577 -0.250
C 1.050 0.353 -1.059
C 1.008 1.727 -0.489
C 1.390 0.320 -2.534
C -0.669 -0.360 -1.026
H 1.856 -1.603 -0.606
H 1.670 -0.522 0.804
H 2.972 -0.266 -0.334
H 2.008 2.117 -0.292
H 0.449 2.424 -1.110
H 0.550 1.643 0.528
H 0.747 0.986 -3.109
H 2.423 0.649 -2.681
H 1.298 -0.687 -2.936
H -1.536 -0.565 -0.414
H -1.130 0.264 -1.789
H -0.425 -1.337 -1.438
C -2.471 0.431 1.670
C -1.040 -0.072 1.726
C -0.887 -1.552 2.006
O -0.137 0.718 2.014
H -3.106 -0.214 1.061
H -2.500 1.441 1.267
H -2.866 0.443 2.686
H 0.162 -1.848 2.001
H -1.449 -2.148 1.298
H -1.295 -1.764 3.005

Properties
LUMO = 0.79 eV
Max |F| = 3.29 eV/Å
Highest occupied orbital energy = -0.356 Eh

Atomic partial charges in e from the Mulliken method, atoms 1 to 8:
1. C -1.566
2. C 1.881
3. C -1.534
4. C -1.788
5. C -1.431
6. H 0.328
7. H 0.267
8. H 0.482


No. 2
Below is 9 unconnected molecules or ions with the total composition C24H49Cl2NO23 at a distorted geometry, with properties calculated with the ωB97M-V functional and the def2-TZVPD basis.

Element x y z (Å)
C 0.253 0.076 -0.371
N -0.764 1.120 -0.587
O -1.202 1.239 -1.716
O -1.122 1.768 0.376
H 0.831 0.044 -1.290
H -0.270 -0.820 -0.051
H 0.876 0.469 0.425
C 5.091 3.283 -0.807
O 4.248 3.613 -1.920
C 3.251 2.762 -2.174
O 3.013 1.781 -1.511
O 2.569 3.196 -3.201
C 1.466 2.406 -3.649
H 4.847 3.972 -0.002
H 6.095 3.519 -1.162
H 5.051 2.230 -0.549
H 0.485 2.648 -3.240
H 1.705 1.384 -3.357
H 1.345 2.487 -4.726
C 2.523 -0.282 -6.099
O 1.506 -1.262 -5.924
C 1.035 -1.528 -4.727
O 1.315 -0.949 -3.699
O 0.258 -2.600 -4.803
C -0.319 -3.074 -3.597
H 3.504 -0.747 -6.003
H 2.459 0.521 -5.368
H 2.391 0.102 -7.105
H 0.497 -3.468 -2.986
H -1.026 -3.865 -3.822
H -0.818 -2.330 -2.974
C -2.295 0.135 -4.637
O -3.087 1.091 -5.339
C -2.557 2.214 -5.755
O -1.467 2.650 -5.465
O -3.472 2.866 -6.475
C -3.044 4.023 -7.157
H -1.245 0.358 -4.819
H -2.547 -0.856 -5.007
H -2.515 0.183 -3.574
H -2.623 3.810 -8.144
H -2.217 4.496 -6.624
H -3.859 4.728 -7.283
C -5.424 1.283 4.852
O -4.567 2.053 4.043
C -3.941 3.095 4.565
O -4.105 3.511 5.669
O -3.041 3.635 3.756
C -2.985 3.180 2.391
H -6.258 1.889 5.202
H -4.902 0.881 5.729
H -5.715 0.381 4.317
H -2.243 3.761 1.850
H -3.972 3.414 1.987
H -2.719 2.131 2.297
C -0.985 -3.789 -0.115
O -1.719 -4.942 0.249
C -2.332 -5.015 1.417
O -2.479 -4.093 2.186
O -2.877 -6.204 1.528
C -3.782 -6.426 2.587
H -0.991 -3.661 -1.191
H -0.019 -3.784 0.384
H -1.482 -2.887 0.266
H -3.310 -6.677 3.539
H -4.346 -7.339 2.389
H -4.477 -5.597 2.684
C 5.020 3.420 5.852
O 4.532 2.423 4.996
C 3.521 2.718 4.195
O 2.892 3.737 4.210
O 3.306 1.674 3.403
C 2.396 1.854 2.323
H 5.945 3.083 6.314
H 4.306 3.575 6.673
H 5.134 4.402 5.390
H 1.797 0.951 2.230
H 2.989 1.930 1.408
H 1.733 2.699 2.489
C 2.834 -2.257 -0.833
O 2.080 -2.393 0.368
C 2.664 -2.914 1.425
O 3.833 -3.188 1.532
O 1.746 -2.995 2.399
C 2.125 -3.724 3.552
H 2.200 -1.881 -1.627
H 3.283 -3.228 -1.064
H 3.715 -1.627 -0.700
H 3.035 -3.256 3.927
H 2.361 -4.782 3.399
H 1.362 -3.779 4.325
Cl -0.470 0.272 3.731
C -1.308 -1.298 3.598
C -2.809 -1.091 3.611
Cl -3.406 -0.284 2.133
H -0.924 -1.978 4.352
H -1.010 -1.697 2.630
H -3.121 -0.477 4.451
H -3.253 -2.086 3.627

Properties
LUMO = 0.29 eV
Max |F| = 1.91 eV/Å
Highest occupied orbital energy = -0.376 Eh

Atomic partial charges in e from the Mulliken method, atoms 1 to 8:
1. C 1.141
2. N 1.306
3. O -0.657
4. O -0.565
5. H -0.414
6. H -0.094
7. H -0.712
8. C -0.614


No. 3
Below is a molecular structure, C8H13B3NO3PRb at a distorted geometry, with properties calculated with the ωB97M-V functional and the def2-TZVPD basis.

Element x y z (Å)
C 1.220 3.459 -1.248
C 1.417 2.065 -0.402
C 1.708 1.992 1.213
C 1.858 0.594 2.062
C 1.705 -0.832 1.215
C 1.420 -0.748 -0.404
C 1.236 -2.221 -1.176
B -0.310 -2.710 -0.794
O -0.609 -3.823 0.171
B -1.422 -3.116 1.223
O -2.764 -2.635 0.744
B -2.396 -1.600 -0.286
P -3.204 0.126 -0.060
N -3.795 0.784 -1.418
O -1.479 -1.988 -1.397
C 1.273 0.652 -1.245
H 0.137 3.897 -1.008
H 2.050 4.267 -1.005
H 1.181 3.189 -2.411
H 1.812 3.004 1.801
H 2.060 0.506 3.212
H 1.775 -1.884 1.730
H 1.371 -2.109 -2.351
H 2.066 -2.977 -0.801
H -1.025 -2.909 2.316
H -2.259 1.086 0.486
H -4.299 -0.014 0.872
H -3.576 0.108 -2.186
H 1.049 0.584 -2.393
Rb 1.801 3.251 3.541

Properties
Total charge = +1
LUMO = -3.90 eV
Max |F| = 6.78 eV/Å
Highest occupied orbital energy = -0.383 Eh

Atomic partial charges in e from the Mulliken method, atoms 1 to 8:
1. C -0.994
2. C 0.542
3. C -0.804
4. C -0.164
5. C -0.569
6. C 0.274
7. C -0.625
8. B 0.374


No. 4
Below is C8H9NO3 in the gas phase at a distorted geometry, with properties calculated with the ωB97M-V functional and the def2-TZVPD basis.

Element x y z (Å)
C 3.508 -0.332 -0.046
C 2.104 0.300 0.163
O 1.830 1.271 0.842
N 1.160 -0.222 -0.648
C -0.268 -0.003 -0.458
C -0.583 1.408 -0.411
C -1.861 1.781 -0.065
C -2.840 0.788 0.342
C -2.533 -0.554 0.478
C -1.289 -1.115 0.116
O -0.679 -2.146 0.638
O -1.056 -0.855 -1.279
H 4.136 0.263 0.642
H 3.208 -1.413 0.287
H 3.936 -0.283 -1.122
H 1.477 -1.008 -1.281
H 0.222 2.058 -0.394
H -1.968 2.902 0.154
H -3.871 1.195 0.542
H -3.262 -1.221 0.900
H -1.372 -2.813 0.602

Properties
LUMO = 0.37 eV
Max |F| = 5.98 eV/Å
Highest occupied orbital energy = -0.324 Eh

Atomic partial charges in e from the Mulliken method, atoms 1 to 8:
1. C -1.044
2. C 0.760
3. O -0.630
4. N -0.211
5. C 0.923
6. C -0.844
7. C -0.430
8. C -0.576